A 2-piece molecular cluster, C3H10N5 overall in a non-equilibrium geometry, computed with wB97M-V/def2-TZVPD.

Properties
Orbital gap (alpha / beta): 6.77 / 8.05 eV
<S²>: 2.030
M: 116.1 g/mol
Net charge: +1
Spin multiplicity: 3
E_HOMO (alpha / beta): -10.84 / -14.12 eV
Energy above the lowest of the compared OMol25 structures with the same formula, charge and spin: 54.01 kcal/mol
Max |F|: 5.96 eV/A

Geometry (Å):
N  -2.487  -2.492  0.067
N  0.526  -1.249  -0.326
N  -1.364  -0.533  -0.383
N  -1.925  -1.297  0.460
N  1.380  -0.632  0.141
C  -1.045  0.770  0.092
C  2.515  -0.369  0.550
C  3.311  0.736  -0.028
H  -1.029  0.624  1.178
H  3.666  0.569  -1.032
H  -1.761  1.370  -0.361
H  -1.900  -1.040  1.477
H  2.938  -0.887  1.460
H  -2.540  -2.568  -0.926
H  -3.514  -2.648  0.374
H  -0.126  1.169  -0.265
H  2.915  1.766  0.011
H  4.211  0.789  0.580